Computed, not measured: a cluster of 5 separate species, C19H29FO19P in total in a non-equilibrium geometry, with wB97M-V/def2-TZVPD.

Geometry (Å):
P 1.520 0.248 2.792
F 2.802 4.074 2.019
O 0.955 -6.328 -1.169
O 2.398 -1.020 2.583
O -4.980 -0.414 4.418
O -0.669 2.623 -4.153
O 0.346 1.199 -2.710
O -5.863 1.576 3.860
O 0.995 1.823 5.557
O -0.616 -1.940 -4.207
O 1.745 -5.568 -3.151
O 0.451 -0.116 4.055
O -0.562 4.357 -0.074
O 0.774 0.557 1.297
O -5.682 -0.053 2.295
O 1.068 1.380 -4.847
O 0.173 -1.169 -6.184
O 2.593 1.527 3.101
O -1.147 1.297 4.974
O 3.051 -6.834 -1.799
O 1.475 -2.450 -4.842
C 0.509 1.984 -6.003
C -1.075 1.907 0.202
C 2.920 -7.241 -0.444
C 0.036 3.018 -0.153
C 0.112 1.036 4.866
C -5.734 1.567 5.275
C -5.523 0.333 3.419
C -4.756 0.459 5.518
C 0.331 -1.796 -5.171
C 3.583 1.634 2.037
C 1.903 -6.186 -2.134
C 1.343 -2.865 -3.486
C -0.306 3.108 -5.439
C -0.663 4.795 1.307
C 1.436 -7.300 -0.251
C -0.633 0.925 1.430
C 3.846 3.180 1.598
C 0.257 1.688 -3.801
C -0.139 -2.918 -3.293
H -0.366 5.912 1.322
H -6.715 1.365 5.718
H 0.071 4.232 2.003
H -1.738 4.671 1.724
H -2.002 2.489 0.580
H 4.823 3.501 2.127
H 0.359 2.877 -1.244
H 3.269 1.075 1.080
H 3.397 -6.494 0.197
H -4.934 -0.055 6.464
H 4.607 1.204 2.330
H 1.017 -8.275 -0.516
H -0.562 -3.891 -3.562
H -3.717 0.803 5.491
H 1.293 2.333 -6.676
H 3.401 -8.207 -0.280
H -0.104 1.244 -6.525
H 1.823 -2.121 -2.841
H -5.372 2.530 5.639
H 1.820 -3.837 -3.325
H 1.138 -7.052 0.769
H -1.192 3.323 -6.038
H -0.896 1.491 2.385
H -1.304 1.303 -0.741
H 0.985 2.970 0.484
H 4.032 3.201 0.460
H -0.436 -2.673 -2.272
H 0.275 4.028 -5.320
H -1.243 -0.039 1.277

Calculated values
Kohn-Sham gap   6.813 eV
Net charge   -1

The net atomic charges from Mulliken, expressed in e, are: number 1, P, carries 0.72; number 2, F, carries -0.27; number 3, O, carries -0.29; number 4, O, carries -0.83; number 5, O, carries -0.31; number 6, O, carries -0.31; number 7, O, carries -0.52; number 8, O, carries -0.33; number 9, O, carries -0.68; number 10, O, carries -0.35; number 11, O, carries -0.61; number 12, O, carries -0.21; number 13, O, carries -0.46; number 14, O, carries 0.13; number 15, O, carries -0.56; number 16, O, carries -0.27; number 17, O, carries -0.61; number 18, O, carries -0.22; number 19, O, carries -0.65; number 20, O, carries -0.31; number 21, O, carries -0.36; number 22, C, carries -0.31; number 23, C, carries -0.52; number 24, C, carries -0.34; number 25, C, carries 0.88; number 26, C, carries 0.50; number 27, C, carries -0.33; number 28, C, carries 0.66; number 29, C, carries -0.07; number 30, C, carries 0.69; number 31, C, carries -0.29; number 32, C, carries 0.66; number 33, C, carries -0.04; number 34, C, carries -0.37; number 35, C, carries -0.53; number 36, C, carries -0.29; number 37, C, carries -0.19; number 38, C, carries -0.32; number 39, C, carries 0.65; number 40, C, carries -0.27; number 41, H, carries 0.21; number 42, H, carries 0.26; number 43, H, carries 0.20; number 44, H, carries 0.22; number 45, H, carries 0.31; number 46, H, carries 0.29; number 47, H, carries -0.32; number 48, H, carries 0.19; number 49, H, carries 0.28; number 50, H, carries 0.26; number 51, H, carries 0.34; number 52, H, carries 0.27; number 53, H, carries 0.23; number 54, H, carries 0.14; number 55, H, carries 0.34; number 56, H, carries 0.28; number 57, H, carries 0.23; number 58, H, carries 0.25; number 59, H, carries 0.30; number 60, H, carries 0.16; number 61, H, carries 0.30; number 62, H, carries 0.30; number 63, H, carries 0.16; number 64, H, carries 0.16; number 65, H, carries -0.24; number 66, H, carries 0.24; number 67, H, carries 0.34; number 68, H, carries 0.25; number 69, H, carries 0.16

=====

Computed, not measured: a structure of composition C19H29MoN9OS2, with wB97M-V/def2-TZVPD.

Geometry (Å):
Mo -0.431 -0.669 0.222
S 0.085 -0.286 2.633
S -1.741 0.733 -2.559
O -1.061 -0.177 -3.488
N -0.409 2.072 3.770
N -1.289 -2.703 1.290
N -2.468 -0.229 1.160
N -1.519 0.532 -1.093
N 0.343 1.356 0.455
N 1.335 -2.034 0.688
N -1.052 -2.142 -1.336
N -0.040 2.137 1.515
N 1.124 -0.256 -1.385
C 1.372 3.368 -0.478
C 1.435 1.046 -1.555
C 2.561 0.585 -3.615
C -3.245 -1.330 1.780
C -0.136 1.458 2.613
C 2.321 -0.762 -3.397
C 0.706 5.673 -0.580
C 2.122 1.498 -2.672
C 2.040 6.057 -0.555
C -2.275 -2.334 2.344
C 1.016 1.935 -0.477
C 2.711 3.753 -0.459
C -0.162 -3.460 1.893
C 0.368 4.331 -0.531
C -2.293 -2.840 -0.986
C -1.978 -3.580 0.286
C 1.011 -3.452 0.940
C 3.041 5.098 -0.487
C 1.593 -1.128 -2.286
H -1.316 -4.412 0.041
H 1.388 -2.178 -2.121
H -3.906 -0.953 2.560
H 3.493 3.004 -0.407
H -0.339 -2.840 -1.531
H -1.739 -1.907 3.184
H -3.077 -2.096 -0.867
H -2.796 -3.227 2.698
H -1.147 -1.633 -2.219
H -0.672 4.027 -0.529
H -2.870 -4.023 0.730
H -3.883 -1.781 1.021
H 1.861 -3.994 1.354
H 1.732 -1.636 1.539
H 2.310 2.556 -2.784
H -0.348 3.078 3.808
H 3.092 0.919 -4.496
H -3.001 0.248 0.438
H -2.289 0.479 1.869
H -2.608 -3.533 -1.769
H -0.073 6.422 -0.631
H 2.666 -1.521 -4.084
H 4.080 5.399 -0.458
H 2.070 -1.932 -0.005
H -0.425 1.559 4.633
H 0.757 -3.934 -0.005
H -0.468 -4.479 2.140
H 2.300 7.107 -0.587
H 0.118 -2.969 2.827

Calculated values
Kohn-Sham gap (spin up / spin down)   6.951 / 6.945 eV
Net charge   +2

The net atomic charges from Mulliken, expressed in e, are: number 1, Mo, carries -0.03; number 2, S, carries -0.32; number 3, S, carries 0.24; number 4, O, carries -0.56; number 5, N, carries -0.38; number 6, N, carries 0.50; number 7, N, carries -0.20; number 8, N, carries -0.02; number 9, N, carries 1.79; number 10, N, carries -0.27; number 11, N, carries -0.32; number 12, N, carries -1.57; number 13, N, carries 0.48; number 14, C, carries -0.80; number 15, C, carries 0.65; number 16, C, carries -0.80; number 17, C, carries -0.93; number 18, C, carries 0.39; number 19, C, carries -1.24; number 20, C, carries -0.83; number 21, C, carries -0.73; number 22, C, carries -0.44; number 23, C, carries -0.97; number 24, C, carries 0.57; number 25, C, carries -0.09; number 26, C, carries -0.86; number 27, C, carries -0.06; number 28, C, carries -0.60; number 29, C, carries -1.13; number 30, C, carries -0.76; number 31, C, carries -0.84; number 32, C, carries 0.21; number 33, H, carries 0.49; number 34, H, carries 0.31; number 35, H, carries 0.54; number 36, H, carries 0.50; number 37, H, carries 0.24; number 38, H, carries 0.59; number 39, H, carries 0.34; number 40, H, carries 0.53; number 41, H, carries 0.28; number 42, H, carries 0.43; number 43, H, carries 0.32; number 44, H, carries 0.29; number 45, H, carries 0.59; number 46, H, carries 0.32; number 47, H, carries 0.60; number 48, H, carries 0.26; number 49, H, carries 0.49; number 50, H, carries 0.38; number 51, H, carries 0.22; number 52, H, carries 0.55; number 53, H, carries 0.43; number 54, H, carries 0.48; number 55, H, carries 0.42; number 56, H, carries 0.35; number 57, H, carries 0.22; number 58, H, carries 0.30; number 59, H, carries 0.43; number 60, H, carries 0.43; number 61, H, carries 0.57

=====

Computed, not measured: an isolated molecule of C19H29N3O2S in a non-equilibrium geometry, with wB97M-V/def2-TZVPD.

Geometry (Å):
S -2.332 -2.341 1.798
O 0.694 4.545 -0.765
O -1.360 1.599 -1.091
N -0.332 0.933 1.888
N -1.266 0.063 2.346
N -0.377 -0.858 0.611
C 1.397 2.433 0.170
C -1.327 -1.062 1.589
C -0.164 -1.400 -1.744
C 3.784 0.327 -0.370
C -1.028 2.863 -0.561
C 0.549 -3.598 -2.398
C 0.150 -2.314 -2.733
C 0.327 -3.066 -0.069
C -5.068 1.039 -0.487
C -3.608 1.239 -0.106
C 2.619 0.243 0.613
C -0.063 -1.779 -0.411
C 1.339 0.908 0.066
C -2.738 1.411 -1.352
C 0.630 -3.973 -1.068
C 5.035 -0.396 0.132
C 0.183 0.375 0.839
C 5.683 0.287 1.331
C 0.462 3.155 -0.807
H 3.474 -0.126 -1.315
H -5.181 0.151 -1.105
H 5.760 -0.437 -0.683
H 2.411 2.772 -0.049
H 0.380 -3.353 0.970
H -1.613 3.644 -1.070
H 4.776 -1.424 0.394
H 0.788 -4.308 -3.175
H 5.911 1.326 1.099
H 1.149 2.725 1.193
H -1.823 0.266 3.158
H 0.540 4.854 0.136
H -3.116 2.254 -1.951
H 1.224 0.620 -0.981
H 2.415 -0.813 0.811
H -1.242 2.905 0.517
H 6.610 -0.216 1.594
H 2.880 0.717 1.559
H -2.792 0.502 -1.959
H -5.676 0.913 0.405
H -5.443 1.896 -1.043
H -3.512 2.121 0.532
H 0.930 -4.976 -0.805
H 4.034 1.371 -0.568
H 0.073 -2.024 -3.771
H -0.501 -0.405 -1.988
H -3.259 0.372 0.455
H 5.029 0.263 2.198
H 0.700 2.858 -1.834

Calculated values
ΔE to the lowest compared entry with this formula, charge and spin   16.1 kcal per mole
Kohn-Sham gap   8.613 eV
Structure (SMILES)   CCCC[C@H](C[C@H](O)COCCC)c1n[nH]c(=S)n1-c1ccccc1

The net atomic charges from Mulliken, expressed in e, are: number 1, S, carries -0.35; number 2, O, carries -0.62; number 3, O, carries -0.08; number 4, N, carries -0.55; number 5, N, carries 0.04; number 6, N, carries 0.86; number 7, C, carries -1.13; number 8, C, carries -0.17; number 9, C, carries 0.15; number 10, C, carries -0.38; number 11, C, carries -0.82; number 12, C, carries -0.45; number 13, C, carries -1.21; number 14, C, carries -0.43; number 15, C, carries -1.54; number 16, C, carries 0.56; number 17, C, carries -1.04; number 18, C, carries 0.16; number 19, C, carries 1.21; number 20, C, carries -0.85; number 21, C, carries -0.76; number 22, C, carries -0.60; number 23, C, carries -0.75; number 24, C, carries -1.15; number 25, C, carries -0.24; number 26, H, carries 0.34; number 27, H, carries 0.34; number 28, H, carries 0.37; number 29, H, carries 0.27; number 30, H, carries 0.50; number 31, H, carries 0.57; number 32, H, carries 0.33; number 33, H, carries 0.41; number 34, H, carries 0.28; number 35, H, carries 0.49; number 36, H, carries 0.19; number 37, H, carries 0.40; number 38, H, carries 0.43; number 39, H, carries 0.32; number 40, H, carries 0.47; number 41, H, carries 0.36; number 42, H, carries 0.39; number 43, H, carries 0.24; number 44, H, carries 0.35; number 45, H, carries 0.40; number 46, H, carries 0.37; number 47, H, carries 0.28; number 48, H, carries 0.40; number 49, H, carries 0.25; number 50, H, carries 0.44; number 51, H, carries 0.55; number 52, H, carries -0.16; number 53, H, carries 0.29; number 54, H, carries 0.29